1.
{
  "formula": "C29H43Cl7HgN3O4Si",
  "method": "ωB97M-V/def2-TZVPD",
  "symbols": ["H", "H", "H", "C", "C", "Cl", "C", "H", "O", "H", "H", "O", "C", "Cl", "H", "H", "H", "H", "H", "C", "H", "H", "H", "C", "H", "C", "C", "C", "C", "N", "H", "C", "C", "C", "C", "H", "H", "C", "H", "O", "Cl", "H", "Hg", "H", "H", "C", "Cl", "C", "C", "N", "H", "N", "H", "H", "H", "H", "C", "C", "Cl", "H", "C", "C", "H", "C", "H", "C", "H", "H", "H", "C", "C", "H", "O", "H", "H", "H", "C", "C", "C", "H", "H", "Si", "H", "H", "Cl", "H", "Cl", "H"],
  "coordinates": [[-0.36, -0.59, -4.37], [1.69, -2.68, -0.36], [-0.06, -2.84, -0.84], [-1.83, 0.24, 2.91], [-0.79, -8.81, 2.77], [-3.21, 1.61, 4.87], [2.21, -3.39, 5.42], [-2.52, -9.03, -1.14], [2.23, -4.05, -4.63], [2.67, -4.37, 5.42], [4.58, 2.64, 0.85], [3.84, 1.19, -1.11], [1.64, -5.99, 0.99], [3.25, -4.35, -1.27], [-0.24, -6.10, -2.39], [2.98, -2.64, 5.53], [-0.69, -1.99, -5.83], [1.01, 3.92, -0.25], [2.24, -2.86, -2.99], [-2.20, -6.56, 0.12], [3.48, 3.73, 1.74], [1.19, 3.55, 1.47], [-0.14, -4.31, 4.79], [0.80, -6.08, -2.03], [4.01, 4.16, 0.10], [-2.84, -8.17, -1.70], [-1.37, -7.68, 0.74], [1.72, -3.17, -3.96], [0.11, -9.60, 0.72], [1.51, -3.17, 4.18], [0.69, -10.32, 0.17], [0.78, -3.19, -0.21], [2.78, 1.65, -0.72], [-3.38, -5.82, -2.10], [-0.03, -2.83, -5.54], [2.65, -5.62, 1.24], [1.08, -7.12, -1.86], [-3.39, -8.62, -3.02], [1.68, -7.07, 0.79], [-1.45, -5.38, 0.14], [-0.56, 1.38, 3.15], [-3.27, -4.86, -1.58], [-2.16, -3.66, 0.86], [-2.95, -8.14, -3.91], [0.76, -10.35, 2.70], [2.26, -2.67, 3.02], [-4.70, -3.17, 2.62], [0.08, -1.23, -3.55], [1.27, 3.13, 0.47], [2.60, 2.60, 0.23], [0.53, 2.33, 0.38], [0.61, -2.44, -4.26], [1.79, 1.28, -1.04], [1.70, -1.88, 2.51], [-4.47, -6.01, -2.32], [-3.20, -9.69, -3.17], [-3.63, -1.83, 2.68], [-2.77, -6.90, -1.25], [-2.23, -2.41, -1.74], [1.45, -5.65, -2.81], [-2.52, -1.89, 1.87], [3.74, 3.32, 0.76], [0.79, -3.01, -6.27], [-1.66, -0.78, 1.95], [-0.75, -1.60, -2.84], [-0.53, -8.56, 0.04], [-4.48, -8.47, -3.10], [0.39, -3.16, 0.81], [1.49, -3.31, 6.22], [0.28, -3.67, 3.99], [-1.49, -7.80, 2.12], [0.93, -0.77, -2.98], [-0.41, -3.43, 2.96], [-0.91, -8.90, 3.84], [-2.86, -5.72, -3.08], [2.51, -3.47, 2.30], [0.11, -9.66, 2.12], [-3.87, -0.79, 3.63], [-2.97, 0.28, 3.76], [-2.20, -7.16, 2.62], [-0.64, -3.76, -5.40], [1.33, -4.98, -0.58], [0.98, -5.91, 1.86], [-3.07, -6.37, 0.78], [-0.31, -0.60, 0.93], [3.21, -2.25, 3.35], [-5.19, -0.89, 4.72], [-0.46, -8.51, -1.03]],
  "lowdin_charge": [0.08, -0.03, -0.08, -0.69, -0.10, 0.64, -0.06, 0.09, -0.04, 0.09, 0.09, 0.02, -0.20, 0.32, 0.03, 0.08, 0.07, 0.09, 0.08, -0.39, 0.08, 0.07, 0.15, -0.18, 0.09, -0.14, -0.17, -0.40, -0.09, -0.18, 0.10, -0.33, -0.34, -0.07, -0.06, 0.00, 0.02, -0.11, 0.02, -0.42, 0.66, -0.02, 1.15, 0.07, 0.10, -0.02, 0.65, -0.10, -0.07, -0.20, 0.05, -0.18, 0.13, 0.06, 0.09, 0.06, -0.73, -0.24, -0.14, -0.01, -0.38, -0.06, 0.09, -0.69, -0.10, -0.07, 0.07, -0.05, 0.08, -0.27, -0.04, 0.08, -0.10, 0.09, 0.09, 0.08, -0.10, -0.70, -0.69, 0.11, 0.09, 0.25, 0.02, 0.13, 0.74, 0.09, 0.66, 0.09],
  "lumo_energy_ev": 2.0022,
  "total_charge": -1,
  "homo_lumo_gap_ev": 7.27,
  "relative_energy_kcal_mol": 0.00
}

=====

2.
{
  "formula": "C40H36N2O5P2PtS3",
  "method": "ωB97M-V/def2-TZVPD",
  "symbols": ["H", "Pt", "C", "C", "H", "C", "H", "H", "H", "C", "P", "O", "H", "C", "P", "H", "H", "C", "C", "C", "H", "H", "H", "H", "C", "H", "C", "C", "C", "C", "H", "C", "H", "H", "H", "C", "S", "H", "H", "H", "C", "N", "H", "C", "H", "C", "H", "C", "C", "C", "O", "C", "O", "C", "C", "H", "C", "H", "C", "C", "C", "C", "H", "C", "H", "C", "H", "C", "C", "C", "C", "N", "C", "H", "H", "H", "O", "C", "H", "S", "O", "C", "H", "H", "C", "S", "H", "C", "H"],
  "coordinates": [[-5.27, -1.61, -1.52], [-0.14, 0.23, 0.11], [-2.02, -1.23, 3.29], [3.58, -1.38, -4.22], [-1.74, 5.50, -1.93], [-1.26, -2.93, 1.02], [1.77, -3.75, 1.00], [6.31, -0.70, -6.10], [-3.49, 5.28, -1.88], [-4.76, -0.98, -0.81], [2.11, -0.08, -2.30], [0.62, -3.30, -2.41], [-0.23, -2.11, 4.11], [-5.24, 0.28, -0.52], [-1.32, -1.18, 1.56], [-1.23, -6.71, 0.14], [4.66, -2.50, -5.70], [2.98, 3.43, -0.24], [-3.61, -1.46, -0.18], [3.49, -0.19, -3.50], [3.47, 1.37, 0.07], [4.36, 1.75, -3.19], [-4.94, 2.07, 0.64], [-2.52, 6.20, 0.28], [-1.73, -1.95, 5.59], [-2.76, 3.14, -2.61], [-3.81, -1.00, 4.90], [-3.32, -0.85, 3.61], [3.69, -2.80, 1.10], [-1.24, -5.66, 0.39], [1.12, 4.64, -2.80], [-4.57, 1.08, 0.40], [6.15, 1.42, -4.84], [-1.30, 4.47, 1.71], [-6.14, 0.64, -1.00], [-0.49, -3.41, -0.04], [0.38, -2.38, -1.26], [-3.42, -1.66, 6.90], [-3.41, 4.68, 0.49], [2.36, 5.41, -0.78], [2.79, -1.17, -0.98], [-2.40, 3.51, -1.75], [-2.88, 1.26, 1.70], [4.42, 0.81, -3.73], [-3.99, -0.46, 2.87], [1.63, 3.93, -2.16], [2.85, -2.17, -4.05], [-2.93, -0.66, 0.73], [2.27, 1.64, -1.69], [-2.52, 5.13, 0.05], [0.17, 0.85, 3.25], [-2.54, 4.93, -1.45], [0.31, -1.38, 2.23], [5.43, 0.63, -4.67], [4.08, -1.04, -0.48], [4.75, -0.30, -0.92], [2.42, -2.99, 0.58], [1.04, 2.24, -3.34], [-1.72, 2.66, -0.98], [2.96, 2.08, -0.57], [-3.03, -1.55, 5.90], [-1.28, 4.48, 0.62], [-2.65, -5.88, 2.00], [-2.04, -3.84, 1.73], [4.03, -3.40, 1.93], [2.33, 4.36, -1.03], [-2.67, -3.49, 2.54], [5.52, -0.56, -5.38], [4.53, -1.83, 0.56], [1.97, -2.17, -0.45], [-0.49, -4.76, -0.35], [-1.20, 3.10, 0.16], [-3.42, 0.62, 1.01], [-3.25, -2.45, -0.41], [-1.10, -2.39, 6.36], [3.51, 3.75, 0.65], [2.18, -0.53, 3.52], [-2.03, -5.20, 1.42], [0.09, -5.09, -1.21], [1.12, -0.08, 2.68], [1.60, 0.38, 1.32], [4.60, -1.57, -5.15], [-0.69, 2.40, 0.71], [-0.37, 5.01, 0.31], [1.60, 2.58, -2.48], [-1.58, 1.03, -1.51], [5.52, -1.70, 0.95], [-1.23, -1.79, 4.31], [-4.83, -0.69, 5.12]],
  "lowdin_charge": [0.11, 0.58, -0.25, -0.09, 0.12, -0.28, 0.11, 0.10, 0.12, -0.08, 1.08, -0.50, 0.11, -0.09, 0.89, 0.11, 0.10, -0.07, -0.08, -0.36, 0.09, 0.10, 0.10, 0.12, -0.06, 0.13, -0.07, -0.07, -0.05, -0.06, 0.10, -0.10, 0.10, 0.13, 0.10, -0.35, 0.89, 0.10, 0.12, 0.10, -0.37, 0.02, 0.11, -0.09, 0.09, -0.10, 0.10, -0.39, -0.41, -0.15, -0.31, -0.16, -0.52, -0.09, -0.08, 0.11, -0.06, 0.10, -0.74, -0.09, -0.08, -0.15, 0.11, -0.06, 0.11, -0.10, 0.11, -0.09, -0.05, -0.38, -0.07, 0.04, -0.20, 0.11, 0.11, 0.11, -0.27, -0.06, 0.11, 0.36, -0.47, -0.08, 0.08, 0.12, -0.14, 0.69, 0.11, -0.07, 0.10],
  "lumo_energy_ev": -0.7436,
  "total_charge": 0,
  "homo_lumo_gap_ev": 7.03,
  "relative_energy_kcal_mol": 65.92
}

=====

3.
{
  "formula": "C22H15N3",
  "method": "ωB97M-V/def2-TZVPD",
  "symbols": ["C", "C", "C", "C", "H", "N", "H", "H", "C", "C", "H", "C", "C", "C", "H", "C", "H", "H", "H", "H", "C", "C", "C", "C", "C", "C", "C", "H", "H", "C", "C", "N", "C", "H", "H", "C", "C", "N", "H", "H"],
  "coordinates": [[0.60, -0.25, 1.06], [1.67, -2.46, 3.62], [1.57, -1.35, 2.79], [1.48, 0.88, 1.28], [-3.48, -3.16, -0.03], [0.65, -1.37, 1.79], [-1.92, 3.84, -4.74], [1.46, 2.90, -2.25], [-1.51, 3.37, -3.87], [-2.73, -2.70, -1.99], [1.04, -3.34, 3.43], [-1.86, -1.93, -2.77], [0.20, 1.34, -0.50], [2.42, -0.24, 3.05], [2.54, -3.40, 5.33], [0.40, 2.81, -2.46], [3.99, -1.57, 5.85], [0.49, 4.03, -4.27], [-0.22, -0.53, -2.75], [1.55, 2.89, 0.20], [-0.99, -1.03, -2.13], [1.17, 1.89, 0.31], [-2.81, -2.52, -0.61], [-2.35, 2.61, -3.05], [3.33, -1.45, 4.99], [-1.99, -1.56, 0.00], [-1.07, -0.84, -0.74], [-2.44, 1.36, -1.28], [-2.03, -1.38, 1.06], [3.30, -0.31, 4.14], [-0.14, 3.45, -3.60], [-0.19, 0.07, -0.06], [2.52, -2.52, 4.72], [3.95, 0.54, 4.28], [-1.86, -2.05, -3.85], [-1.82, 1.96, -1.92], [-0.43, 2.04, -1.63], [2.39, 0.88, 2.26], [-3.43, 2.54, -3.24], [-3.45, -3.42, -2.43]],
  "lowdin_charge": [-0.16, -0.03, -0.24, -0.19, 0.11, 0.20, 0.09, 0.11, -0.09, -0.11, 0.11, -0.08, -0.16, -0.23, 0.10, -0.02, 0.10, 0.10, 0.13, 0.12, -0.02, 0.05, -0.07, -0.06, -0.08, -0.02, -0.21, 0.10, 0.11, -0.01, -0.07, 0.07, -0.10, 0.11, 0.10, -0.02, -0.18, 0.18, 0.11, 0.11],
  "lumo_energy_ev": -0.4925,
  "total_charge": 0,
  "homo_lumo_gap_ev": 7.46,
  "smiles": "c1ccc(-c2cc3nc4ccccc4nc3n2-c2ccccc2)cc1",
  "relative_energy_kcal_mol": 0.00
}

=====

4.
{
  "formula": "C2H5NOS2",
  "method": "ωB97M-V/def2-TZVPD",
  "symbols": ["O", "N", "H", "C", "H", "S", "H", "H", "H", "C", "S"],
  "coordinates": [[-1.57, 0.53, 0.92], [-0.78, -1.18, -0.71], [-1.90, -1.53, -0.91], [-0.11, 2.08, 1.38], [-1.22, 2.07, 1.04], [0.74, -1.81, -1.13], [0.19, 3.24, 1.25], [-0.30, 1.71, 2.36], [1.09, -2.47, 0.09], [-0.66, -0.01, 0.27], [0.81, 1.10, 0.12]],
  "lowdin_charge": [-0.12, -0.49, 0.20, -0.44, 0.05, 0.66, 0.08, 0.03, -0.09, -0.72, 0.83],
  "lumo_energy_ev": 0.2517,
  "total_charge": 0,
  "homo_lumo_gap_ev": 9.40,
  "smiles": "CSC(=O)NS",
  "relative_energy_kcal_mol": 74.30
}